72
Properties=species:S:1:pos:R:3:lowdin_spin:R:1 method="wB97M-V/def2-TZVPD" total_energy_ev=-120632.8785 total_charge=-1 spin_multiplicity=5
Pt -1.958 -1.323 0.930 1.30
S 0.209 -4.164 2.180 0.54
Sb -2.054 -4.421 1.488 0.06
S -3.253 -2.764 2.576 0.30
S -1.872 -3.115 -0.511 0.39
S -2.731 -6.604 1.346 0.06
C 4.018 -3.335 0.968 0.00
Si 3.226 -2.457 -0.477 0.01
C 4.604 -1.853 -1.654 0.00
C 2.267 -3.659 -1.563 0.00
Si 1.977 -0.476 0.273 0.07
Te 0.388 -1.086 2.158 0.67
Si 0.842 0.644 -1.513 0.01
C 0.044 2.214 -0.925 0.00
C 2.076 1.024 -2.851 0.00
C -0.456 -0.383 -2.350 0.00
Si 3.567 0.804 1.288 0.02
C 4.929 1.438 0.151 0.00
C 2.555 2.375 1.756 0.01
C 4.290 0.055 2.857 0.01
H 4.164 -2.676 1.807 0.00
H 4.941 -3.795 0.552 0.00
H 3.457 -4.159 1.336 0.00
H 5.321 -2.567 -2.080 0.00
H 5.173 -0.996 -1.253 0.00
H 4.101 -1.433 -2.626 0.00
H 2.960 -4.510 -1.656 0.00
H 1.981 -3.130 -2.439 0.00
H 1.460 -3.964 -0.978 0.00
H 0.832 2.957 -0.776 0.00
H -0.503 2.140 -0.036 0.00
H -0.649 2.526 -1.713 0.00
H 2.744 0.198 -3.131 0.00
H 2.597 1.962 -2.892 0.00
H 1.382 0.968 -3.795 0.00
H -1.356 -0.294 -1.855 0.00
H -0.243 -1.484 -2.314 0.00
H -0.560 -0.095 -3.374 0.00
H 5.735 0.683 -0.099 0.00
H 5.357 2.306 0.594 0.00
H 4.410 1.840 -0.745 0.00
H 2.020 2.141 2.721 0.00
H 1.918 2.450 0.923 0.00
H 3.139 3.248 1.912 0.00
H 4.976 -0.786 2.677 0.00
H 3.390 -0.445 3.227 0.01
H 4.650 0.799 3.618 0.00
C -1.468 2.005 2.534 0.02
Si -2.988 1.779 1.503 0.04
C -3.428 3.319 0.571 0.01
C -4.503 1.382 2.576 0.01
N -2.574 0.565 0.287 0.31
C -3.597 0.432 -0.691 0.03
C -4.721 -0.394 -0.312 0.03
C -5.769 -0.442 -1.237 0.00
C -5.705 0.123 -2.523 0.02
C -4.588 0.896 -2.867 0.00
C -3.493 1.046 -1.991 0.02
H -1.425 1.574 3.508 0.00
H -1.348 3.050 2.810 0.00
H -0.570 1.671 1.984 0.02
H -3.678 3.959 1.442 0.00
H -4.287 3.189 -0.179 0.00
H -2.534 3.803 0.065 0.00
H -5.384 1.355 1.924 0.00
H -4.647 2.292 3.206 0.00
H -4.243 0.559 3.202 0.00
H -4.774 -0.898 0.693 0.00
H -6.734 -0.914 -1.061 0.00
H -6.417 -0.263 -3.239 0.00
H -4.541 1.391 -3.868 0.00
H -2.648 1.725 -2.067 0.00